{"formula": "C13H18O", "method": "ωB97M-V with the def2-TZVPD basis set", "relative_energy_ev": 2.302, "energy_ev": -15813.92707, "e_homo_ev": [-6.327, -6.791], "gap_ev": [6.851, 7.414], "e_lumo_ev": [0.524, 0.622], "species": ["C", "C", "C", "C", "C", "C", "C", "C", "C", "C", "C", "C", "C", "O", "H", "H", "H", "H", "H", "H", "H", "H", "H", "H", "H", "H", "H", "H", "H", "H", "H", "H"], "positions_angstrom": [[-2.594502, -1.524988, -0.510416], [-2.839305, -0.204778, -0.729969], [1.729612, -1.332679, -1.298495], [0.424786, -0.884200, -1.409138], [-1.429527, -1.899228, 0.089636], [-0.993754, -2.662182, 1.049212], [-1.930751, 0.973157, -0.810328], [2.216835, -0.996388, 0.109639], [0.284026, -0.138461, -0.197187], [-0.669841, 0.945637, 0.058824], [3.544472, -0.192837, 0.093078], [0.169455, 2.294153, -0.241272], [-1.142550, 0.810671, 1.502363], [1.235777, -0.305165, 0.748964], [-3.335446, -2.314668, -0.835238], [-3.904658, 0.099643, -1.090850], [2.166986, -2.010676, -1.956388], [-0.267724, -0.697172, -2.207309], [-0.015872, -2.395509, 1.457179], [-1.571230, -3.599027, 1.315240], [-1.487258, 1.019042, -1.832819], [-2.585232, 1.785159, -0.618702], [2.463229, -1.881316, 0.700513], [3.451326, 0.847332, -0.386999], [4.310829, -0.520973, -0.644701], [3.692321, -0.114706, 1.205143], [-0.323411, 3.252286, 0.034874], [0.490259, 2.371334, -1.268548], [0.989928, 2.264171, 0.433672], [-0.562780, 0.178025, 2.157803], [-2.108165, 0.337020, 1.430234], [-1.266179, 1.719778, 2.006766]], "atomic_forces_ev_per_a": [[-2.6, 0.9, -1.9], [-2.6, -0.9, -1.6], [-2.4, 0.3, 0.8], [3.3, 1.7, 1.6], [2.7, 1.1, 1.2], [-0.2, -1.4, -0.1], [1.8, -1.7, -0.7], [3.7, -1.8, -2.5], [-3.8, -1.3, -0.1], [0.0, 2.4, 0.6], [-0.8, 1.8, -0.3], [-1.5, -0.2, 1.1], [-0.2, -0.7, 0.0], [-1.9, 1.0, -0.8], [0.4, 0.9, 0.6], [1.8, -0.9, 0.5], [1.1, -0.9, -0.8], [0.0, -0.6, -0.3], [-0.1, -0.7, 0.2], [0.8, 1.1, 0.3], [-1.0, 0.3, 0.1], [0.1, 1.4, 0.2], [-0.2, -0.3, -0.1], [-0.7, -1.1, 1.2], [-0.2, -0.9, 1.4], [1.3, 0.2, -1.3], [-0.3, -0.8, -0.3], [0.2, -0.2, -0.3], [1.2, -0.1, 0.3], [0.5, -0.1, -0.1], [-0.4, -0.2, 0.3], [-0.2, 1.6, 0.6]], "mulliken_charge": [-0.45, -0.23, -1.24, -0.14, 0.47, -0.78, -1.35, 0.46, -0.37, 2.40, -1.32, -1.84, -1.64, -0.33, 0.25, 0.24, 0.53, 0.47, 0.20, 0.28, 0.29, 0.40, 0.32, 0.29, 0.38, 0.32, 0.41, 0.37, 0.50, 0.20, 0.42, 0.48]}



{"formula": "C13H18Si", "method": "ωB97M-V with the def2-TZVPD basis set", "relative_energy_ev": 2.866, "energy_ev": -21647.38749, "e_homo_ev": -9.344, "gap_ev": 10.229, "e_lumo_ev": 0.885, "species": ["C", "Si", "C", "C", "C", "C", "C", "C", "C", "C", "C", "C", "C", "C", "H", "H", "H", "H", "H", "H", "H", "H", "H", "H", "H", "H", "H", "H", "H", "H", "H", "H"], "positions_angstrom": [[1.999220, -0.656742, 1.843137], [1.000041, -0.639048, 0.267162], [1.805971, -1.975159, -0.758901], [0.994588, 0.969196, -0.682905], [1.303420, 0.961315, -2.062935], [1.142115, 2.127417, -2.803145], [0.961278, 3.348773, -2.215584], [0.689024, 3.403951, -0.863494], [0.585657, 2.178441, -0.174058], [-0.782264, -1.311406, 0.722370], [-1.741075, -0.329726, 1.361928], [-3.006116, -1.021740, 1.906047], [-3.132570, -1.787308, 0.553523], [-2.018018, -0.905534, -0.013708], [2.025405, -1.565231, 2.407515], [3.159193, -0.503061, 1.760165], [1.857393, 0.106632, 2.587058], [1.260006, -2.396985, -1.598935], [2.604142, -1.663307, -1.283736], [2.061513, -2.771759, -0.226931], [1.594268, 0.021985, -2.583009], [1.343505, 2.304847, -3.831004], [1.011390, 4.188134, -2.900733], [0.590238, 4.221404, -0.334021], [0.362794, 2.112590, 0.950186], [-0.716764, -2.323830, 1.323987], [-1.266681, 0.666140, 1.628136], [-3.826385, -0.240553, 2.185309], [-2.688373, -1.512359, 2.862314], [-3.064524, -2.870797, 0.571249], [-4.113527, -1.667548, 0.293855], [-1.994863, -0.468731, -0.890842]], "atomic_forces_ev_per_a": [[3.1, 1.1, 0.3], [-1.0, -1.5, 0.3], [-3.6, 1.9, -1.6], [-0.1, -0.5, -1.6], [-0.4, -0.7, -0.6], [1.0, -0.2, 0.1], [-0.6, 0.5, 0.7], [0.2, -4.7, -1.6], [0.4, 0.6, 2.6], [1.6, -0.8, 1.7], [0.6, 1.6, -0.3], [1.2, 1.2, 2.3], [0.5, 0.3, 1.7], [0.1, -2.9, 3.9], [-0.7, -1.0, 0.1], [-1.8, -0.2, -0.8], [-0.9, 0.6, 0.3], [-1.0, 0.1, 0.1], [3.4, 1.5, -1.3], [1.2, -3.3, 2.7], [-0.2, 0.8, 0.5], [0.2, -1.2, -1.0], [-0.1, 0.3, 0.5], [-0.7, 4.3, 2.3], [0.1, 0.8, -1.7], [-0.2, 1.6, -1.6], [-1.3, -1.1, -0.3], [1.2, -1.6, -0.9], [-0.9, -0.3, -0.7], [0.9, -0.1, 0.1], [-2.5, 0.9, -1.6], [0.1, 2.0, -4.3]], "mulliken_charge": [-1.24, 0.08, -1.63, 0.68, -0.22, -0.64, -0.25, -0.89, -0.16, 0.18, -0.18, -0.54, -1.09, -0.61, 0.42, 0.31, 0.43, 0.41, 0.59, 0.48, 0.23, 0.32, 0.36, 0.56, 0.09, 0.14, 0.15, 0.29, 0.26, 0.29, 0.38, 0.82]}



{"formula": "C13H19AsF6FeN5O", "method": "ωB97M-V with the def2-TZVPD basis set", "relative_energy_ev": 0.337, "energy_ev": -134804.02792, "spin_multiplicity": 6, "total_charge": 2, "e_homo_ev": [-15.560, -15.547], "gap_ev": [8.580, 5.683], "s_squared": 8.763, "e_lumo_ev": [-6.980, -9.863], "species": ["Fe", "N", "C", "C", "C", "C", "C", "C", "C", "H", "H", "H", "H", "H", "F", "As", "F", "F", "F", "F", "F", "C", "C", "O", "C", "C", "H", "H", "H", "H", "H", "H", "H", "H", "H", "H", "N", "C", "N", "N", "C", "N", "H", "H", "H", "H"], "positions_angstrom": [[-2.872833, 1.613322, 17.217765], [-3.698068, -0.132724, 17.364407], [-4.088225, -1.012841, 18.053645], [-4.625325, -1.956582, 18.895512], [-4.454250, -1.776023, 20.298392], [-5.296622, -2.445890, 21.223614], [-6.361785, -3.263265, 20.706176], [-6.450529, -3.512055, 19.304152], [-5.604805, -2.856242, 18.407603], [-3.812475, -0.972833, 20.641029], [-5.118456, -2.330198, 22.288903], [-7.126048, -3.686943, 21.401261], [-7.091611, -4.249720, 18.979724], [-5.627044, -3.095771, 17.373369], [-2.209996, 3.410411, 18.200476], [-2.996325, 2.832235, 19.899912], [-2.316997, 1.130713, 19.328658], [-1.532718, 3.132539, 20.858126], [-3.825702, 2.226502, 21.360410], [-3.712778, 4.393797, 20.038590], [-4.437593, 2.291825, 18.831163], [0.899636, 1.815167, 18.173650], [0.277484, 2.043736, 16.854128], [-0.898070, 1.235088, 16.613501], [-0.548294, -0.131961, 16.161992], [-1.217560, -0.549470, 14.894429], [0.404224, 2.240152, 19.021455], [1.903105, 2.162910, 18.213692], [0.951859, 0.787051, 18.446188], [1.029277, 1.817140, 16.065815], [-0.000430, 3.094467, 16.659282], [-0.792321, -0.830947, 16.979791], [0.532247, -0.039943, 16.162122], [-2.125338, -1.113368, 15.184939], [-0.527756, -1.234423, 14.383748], [-1.439664, 0.325996, 14.326707], [-7.789363, 3.895068, 13.422177], [-6.600305, 3.262785, 13.676046], [-5.720051, 3.214727, 12.668371], [-6.235400, 2.993186, 14.963096], [-5.000150, 2.787914, 15.274106], [-3.938214, 2.571837, 15.742352], [-8.103361, 3.832919, 12.464708], [-8.483100, 3.657243, 14.153034], [-6.126814, 3.202193, 11.739564], [-4.777205, 2.901184, 12.858157]], "atomic_forces_ev_per_a": [[0.5, 1.2, -0.5], [-0.5, -2.0, 1.3], [1.1, 2.3, -1.8], [-1.2, -0.6, 1.3], [-1.2, -0.1, 0.5], [-0.3, -0.4, -1.9], [0.9, 0.6, 0.1], [2.1, 1.9, 1.5], [-0.1, -0.6, 1.3], [0.3, -0.3, 0.1], [-0.3, 0.1, -0.2], [0.9, 0.2, -0.7], [-1.5, -1.2, -0.8], [-0.2, 0.0, -0.8], [-1.0, -1.8, 1.2], [-0.6, 0.6, 2.8], [-0.7, 2.0, -0.1], [-1.9, -0.4, -2.1], [1.2, 0.3, -2.5], [1.0, -1.3, -0.4], [2.2, 0.2, 0.1], [-0.3, -0.2, 1.0], [0.8, 1.5, -1.2], [-2.0, -0.3, 0.0], [0.7, -0.1, 1.6], [-0.1, -0.9, 0.9], [-0.6, 0.7, 0.3], [0.9, 0.5, -0.3], [0.1, -1.2, -0.2], [-0.7, -0.1, 0.2], [-0.1, -0.5, 0.3], [0.1, 0.4, -0.2], [0.1, -0.6, -0.6], [0.3, 0.4, -0.6], [-0.4, 0.3, -0.2], [-0.2, 0.4, -0.8], [0.5, -2.4, 1.7], [0.6, 2.0, 0.2], [-0.8, -0.6, 0.3], [0.9, 0.1, -0.9], [-1.3, -0.2, 0.5], [0.4, -0.7, 0.7], [-0.3, 0.3, 0.0], [0.3, 0.6, -0.8], [0.8, 0.1, 0.0], [-0.2, -0.1, -0.5]], "mulliken_charge": [1.20, -0.21, 0.76, 0.34, -0.40, -0.54, -0.29, -0.63, -0.45, 0.38, 0.43, 0.38, 0.47, 0.46, -0.55, 2.01, -0.47, -0.40, -0.42, -0.39, -0.47, -1.12, -0.45, -0.22, -0.50, -1.15, 0.26, 0.42, 0.34, 0.40, 0.40, 0.40, 0.54, 0.28, 0.39, 0.28, -0.39, 0.57, -0.32, -0.48, 0.88, -0.74, 0.28, 0.30, 0.25, 0.18]}



What is the formula in the second record?
C13H18Si